8
Properties=species:S:1:pos:R:3:forces:R:3:nbo_charge:R:1 method="wB97M-V/def2-TZVPD" charge=-1 lumo_ev="3.4 / 3.4" e_tot_ha=-622.7337 homo_ev="-3.551 / -3.551" fmax_ev_per_a=3.74 gap_ev="6.98 / 6.98" mol_weight_g_mol=91.1 e_above_lowest_kcal_mol=37.8
C -0.256 0.214 1.120 0.34 -0.56 -0.03 -0.479
N -0.217 0.510 -0.304 -0.63 1.26 0.76 -0.307
N 0.227 -0.339 -1.063 0.75 0.58 -3.62 0.310
O 0.673 -1.467 -0.847 -0.15 -0.10 0.64 -0.521
S 0.393 0.654 -3.350 -0.17 -1.09 2.15 -0.569
H -1.168 -0.338 1.364 -0.01 -0.04 0.08 0.187
H 0.604 -0.395 1.423 -0.07 0.01 0.08 0.191
H -0.256 1.163 1.657 -0.05 -0.07 -0.06 0.187